[1]
C50H53Cl3LuN8SSb | ωB97M-V with the def2-TZVPD basis set

```
117
Properties=species:S:1:pos:R:3:mulliken_charge:R:1
Lu -1.74 -13.54 -17.02 1.7304
C 1.00 -15.05 -18.44 -0.6398
C 1.36 -13.60 -18.05 -0.2541
N 0.19 -12.70 -18.37 -0.0309
C 0.09 -12.39 -19.80 -0.8641
C -0.80 -13.39 -20.63 -0.6492
S -2.21 -13.95 -19.71 -0.1782
C -1.88 -15.74 -19.66 -1.4885
C -1.13 -16.35 -18.50 -0.0896
N -0.31 -15.38 -17.73 1.7616
H 1.74 -15.85 -18.21 0.0434
H 0.92 -15.04 -19.48 0.2851
H 2.25 -13.30 -18.64 0.6789
H 1.54 -13.52 -16.96 -0.2207
H 0.35 -11.86 -17.88 0.1328
H 1.10 -12.18 -20.32 0.2795
H -0.43 -11.40 -19.83 0.4144
H -0.19 -14.17 -21.03 0.4112
H -1.15 -12.89 -21.53 0.5849
H -1.31 -16.01 -20.54 0.7427
H -2.83 -16.21 -19.85 0.4024
H -0.52 -17.16 -18.89 0.7422
H -1.83 -16.88 -17.85 -0.3104
H -0.03 -15.98 -16.92 -0.8165
C -5.70 -16.18 -17.47 -1.3807
C -4.63 -15.27 -17.67 -0.3979
N -3.62 -15.09 -16.83 0.5513
C -3.75 -15.63 -15.57 -0.1336
C -4.90 -16.47 -15.22 0.8315
C -5.86 -16.75 -16.25 -0.6894
C -5.12 -16.88 -13.91 -0.6442
C -4.24 -16.60 -12.93 -1.4798
C -3.07 -15.90 -13.29 -0.9237
C -2.76 -15.40 -14.54 1.1165
N -1.72 -14.56 -15.02 0.0985
C -0.71 -14.20 -14.10 0.9069
C -0.26 -14.92 -13.05 0.0340
C 0.74 -14.40 -12.20 -1.7219
C 1.40 -13.23 -12.46 -0.4854
C 1.07 -12.49 -13.62 1.1887
C 1.61 -11.20 -13.92 -0.4581
C 1.06 -10.40 -14.88 -1.2274
C 0.05 -11.01 -15.65 -0.1720
N -0.49 -12.21 -15.41 -0.5285
C -0.03 -12.98 -14.37 -0.3146
H -6.43 -16.24 -18.25 0.4798
H -4.48 -14.86 -18.68 0.6795
H -6.70 -17.41 -15.98 0.4433
H -5.98 -17.60 -13.73 0.2751
H -4.32 -16.91 -11.91 0.5013
H -2.44 -15.69 -12.41 0.5337
H -0.62 -15.92 -12.90 0.2239
H 0.97 -14.94 -11.29 0.4114
H 2.17 -12.92 -11.78 0.5067
H 2.44 -10.83 -13.31 0.4833
H 1.45 -9.37 -15.14 0.3923
H -0.38 -10.44 -16.48 0.6266
C -1.20 -19.02 -16.54 -0.8198
C -1.06 -20.40 -15.76 -0.8749
N 0.20 -20.44 -15.02 -0.1785
C 1.23 -20.52 -16.01 -0.9054
C 1.13 -19.32 -16.98 -0.0366
N 0.12 -18.35 -16.49 0.6908
C 0.42 -18.01 -15.07 0.6059
C 0.29 -19.27 -14.17 -0.9844
H -2.00 -18.43 -16.20 0.2483
H -1.44 -19.26 -17.62 0.5261
H -0.95 -21.19 -16.49 0.2918
H -1.94 -20.59 -15.10 0.3588
H 1.20 -21.49 -16.50 0.3254
H 2.26 -20.49 -15.56 0.3333
H 0.89 -19.50 -18.03 0.6229
H 2.09 -18.71 -17.03 -0.3513
H -0.20 -17.21 -14.66 -0.6425
H 1.41 -17.62 -15.03 -0.0354
H -0.65 -19.29 -13.60 0.3746
H 1.15 -19.42 -13.53 0.4333
Cl -6.37 -10.69 -15.32 -0.0421
C -5.43 -10.10 -16.65 0.7042
Cl -4.81 -8.50 -16.23 -0.0507
Cl -6.34 -9.94 -18.23 -0.0811
C -4.41 -11.15 -17.05 -0.2161
N -3.61 -11.94 -17.27 -0.5787
C 5.46 -18.22 -11.64 -0.6245
C 4.28 -17.48 -11.69 -0.5478
C 3.93 -16.74 -12.86 -0.6588
C 4.66 -16.84 -13.99 0.1660
C 5.84 -17.61 -13.95 -0.3082
C 6.24 -18.28 -12.78 -0.6327
Sb 4.06 -15.60 -15.62 0.8518
C 4.84 -13.78 -14.84 0.3860
C 5.35 -13.70 -13.53 -0.4461
C 5.76 -12.45 -13.03 -0.6624
C 5.65 -11.31 -13.80 -0.5953
C 5.04 -11.35 -15.05 -0.7987
C 4.74 -12.64 -15.61 -0.5121
C 5.45 -16.02 -17.15 0.4022
C 6.61 -15.31 -17.40 -0.3845
C 7.33 -15.60 -18.53 -0.4660
C 6.93 -16.58 -19.46 -0.6026
C 5.75 -17.30 -19.25 -0.8026
C 5.05 -16.99 -18.12 -0.3863
H 5.76 -18.81 -10.79 0.4138
H 3.63 -17.52 -10.82 0.4060
H 3.09 -16.12 -12.78 0.7394
H 6.44 -17.76 -14.86 0.4076
H 7.09 -18.96 -12.89 0.3545
H 5.42 -14.51 -12.83 0.4806
H 6.14 -12.35 -12.03 0.4253
H 5.93 -10.35 -13.34 0.3723
H 4.75 -10.45 -15.59 0.4626
H 4.39 -12.64 -16.61 0.5782
H 6.89 -14.49 -16.66 0.2853
H 8.23 -14.99 -18.67 0.3787
H 7.47 -16.75 -20.34 0.4606
H 5.48 -18.06 -19.96 0.4659
H 4.08 -17.44 -17.91 0.2799
```

charge = +2
HOMO-LUMO gap = 6.51 eV



[2]
C3H3NO2 | ωB97M-V with the def2-TZVPD basis set

```
9
Properties=species:S:1:pos:R:3:nbo_charge:R:1
O -0.66 2.10 0.41 -0.4749
C -0.17 0.57 0.58 0.5413
N 0.37 1.38 1.38 -0.1496
O 1.68 -1.49 0.10 -0.5674
C 0.56 -1.53 -0.36 0.3969
C -0.47 -0.51 -0.18 -0.6211
H -0.11 2.46 -0.32 0.4979
H 0.25 -2.37 -1.01 0.1188
H -1.46 -0.60 -0.60 0.2581
```

HOMO-LUMO gap = 9.00 eV



[3]
C16H29OTi | ωB97M-V with the def2-TZVPD basis set

```
47
Properties=species:S:1:pos:R:3:nbo_charge:R:1
C -1.82 -2.02 0.71 -0.5977
H -1.65 -2.67 1.56 0.2590
H -2.88 -2.06 0.43 0.2666
H -1.67 -0.99 1.04 0.1561
C -0.95 -2.42 -0.48 -0.3681
H -0.60 -1.51 -1.06 0.1128
H -0.02 -2.93 -0.17 0.2373
C -1.74 -3.38 -1.43 -0.6121
H -1.14 -3.79 -2.25 0.2453
H -2.19 -4.25 -0.91 0.2540
H -2.60 -2.89 -1.88 0.2254
C 0.99 1.80 -0.67 -0.1551
C 0.47 1.03 -1.80 -0.1682
C -0.98 0.95 -1.65 -0.1252
C -1.34 1.64 -0.44 -0.0150
C -0.14 2.17 0.17 -0.1539
C -0.07 3.00 1.40 -0.6455
C -2.73 1.82 0.08 -0.6705
C -1.93 0.31 -2.61 -0.6521
C 1.29 0.47 -2.91 -0.6448
C 2.40 2.24 -0.49 -0.6403
Ti 0.17 -0.01 0.00 1.7159
H -2.70 1.93 1.18 0.2357
H -3.22 2.73 -0.30 0.2776
H -3.40 0.98 -0.18 0.2407
H -0.89 2.76 2.08 0.2376
H 0.88 2.88 1.94 0.2276
H -0.16 4.07 1.18 0.2784
H 3.13 1.57 -0.96 0.2436
H 2.56 3.24 -0.91 0.2763
H 2.65 2.30 0.58 0.2259
H 0.82 -0.43 -3.35 0.2394
H 1.41 1.20 -3.73 0.2782
H 2.29 0.21 -2.55 0.2382
H -2.69 -0.28 -2.06 0.2298
H -2.47 1.06 -3.19 0.2764
H -1.43 -0.35 -3.35 0.2464
C 1.44 -0.20 3.25 -0.7533
C 2.07 -0.91 2.14 0.7433
C 3.12 -1.92 2.43 -0.7425
O 1.71 -0.70 0.93 -0.7282
H 1.91 -0.58 4.19 0.2792
H 0.35 -0.38 3.29 0.2751
H 1.57 0.89 3.20 0.2929
H 2.71 -2.95 2.31 0.3009
H 4.01 -1.82 1.78 0.2957
H 3.43 -1.79 3.47 0.2614
```

⟨S²⟩ = 0.755
charge = +2
2S+1 = 2
HOMO-LUMO gap (spin up / spin down) = 7.89 / 8.10 eV



[4]
C2H8N2O3 | ωB97M-V with the def2-TZVPD basis set

```
15
Properties=species:S:1:pos:R:3:nbo_charge:R:1
C 1.65 0.69 -0.01 0.6040
O 1.25 0.55 1.30 -0.7529
O 1.54 -0.76 -0.40 -0.7997
O 2.94 1.09 -0.17 -0.6966
H 3.52 0.41 0.20 0.4796
H 1.45 -0.52 1.24 0.4952
H 0.62 -0.93 -0.68 0.5045
H 0.99 1.34 -0.58 0.1378
C -1.86 0.35 0.15 -0.4983
N -1.29 -0.73 -0.61 -0.1382
N -1.94 -1.72 -0.91 -0.2646
H -2.92 -1.71 -0.54 0.2698
H -1.86 1.24 -0.48 0.2261
H -2.89 0.14 0.49 0.1793
H -1.20 0.55 1.00 0.2541
```

HOMO-LUMO gap = 10.46 eV
SMILES string = [H]/N=N\C.OC(O)O



[5]
C32H33I2N7OPt | ωB97M-V with the def2-TZVPD basis set

```
76
Properties=species:S:1:pos:R:3:mulliken_charge:R:1
Pt -0.39 -0.84 -0.48 1.8161
I 4.54 -2.18 -2.33 -0.0269
C 2.76 -3.25 -2.43 -0.5555
C 2.74 -4.46 -3.14 -0.4257
C 1.61 -5.22 -3.21 -0.3181
I 1.68 -7.01 -4.30 0.0427
C 0.44 -4.81 -2.54 0.7190
C -0.78 -5.52 -2.52 -0.7057
C -1.85 -5.05 -1.82 -1.0530
C -1.71 -3.83 -1.13 -0.1579
N -0.60 -3.14 -1.14 -0.2216
C 0.47 -3.59 -1.83 0.4913
C 1.65 -2.75 -1.76 -0.0136
O 1.64 -1.65 -1.10 -0.6619
H 3.64 -4.78 -3.64 0.3516
H -0.85 -6.46 -3.06 0.2019
H -2.79 -5.58 -1.79 0.4124
H -2.54 -3.42 -0.56 0.4259
C 2.31 -0.41 1.72 -1.2031
C 1.05 -1.05 2.20 1.0775
N 0.05 -1.50 1.47 -0.5417
C -0.90 -2.00 2.34 -0.5672
C -0.47 -1.85 3.61 -0.5740
N 0.76 -1.24 3.52 0.1529
C 1.58 -0.82 4.64 -1.0606
N 0.84 0.09 5.48 0.7252
N 0.58 -0.23 6.77 -0.7147
N -0.07 0.71 7.32 -0.5114
C -0.26 1.71 6.38 0.0417
C -0.92 2.94 6.49 -0.7039
C -0.96 3.72 5.36 -0.5490
C -0.37 3.30 4.14 -0.7328
C 0.27 2.09 4.03 -0.4460
C 0.32 1.31 5.19 1.4350
H 2.33 -0.45 0.64 -0.0756
H 3.18 -0.96 2.10 0.4837
H 2.38 0.62 2.05 0.2843
H -1.82 -2.44 1.98 0.4658
H -0.91 -2.10 4.56 0.4874
H 2.47 -0.34 4.24 0.5185
H 1.87 -1.67 5.26 0.2989
H -1.37 3.25 7.42 0.4282
H -1.46 4.68 5.39 0.3740
H -0.44 3.94 3.28 0.4338
H 0.71 1.77 3.09 0.2242
C -0.10 5.17 -3.58 -1.5239
C 0.37 3.84 -3.04 0.0375
C 1.72 3.54 -2.97 -0.6732
C 2.13 2.31 -2.47 -0.1481
C 3.59 1.96 -2.41 -1.2763
C 1.18 1.40 -2.03 -0.3148
C -0.19 1.67 -2.07 1.2370
C -0.57 2.91 -2.60 -0.5016
N -1.06 0.69 -1.54 -0.2721
C -2.55 0.63 -1.73 2.2625
C -3.17 0.36 -0.35 -1.8638
C -3.29 1.83 -2.32 -2.6293
C -2.82 -0.56 -2.67 -1.3312
H 0.73 5.78 -3.90 0.3655
H -0.66 5.72 -2.83 0.3320
H -0.76 5.02 -4.44 0.3281
H 2.45 4.26 -3.32 0.2505
H 4.20 2.77 -2.81 0.3566
H 3.80 1.06 -2.98 0.1951
H 3.91 1.78 -1.38 0.2726
H 1.52 0.44 -1.66 0.6704
H -1.60 3.22 -2.66 0.5930
H -2.94 1.18 0.33 0.3737
H -2.79 -0.57 0.08 0.3538
H -4.26 0.27 -0.44 0.4423
H -3.21 2.72 -1.70 0.4646
H -4.35 1.56 -2.35 0.5621
H -2.99 2.05 -3.34 0.5150
H -2.33 -1.46 -2.31 0.0638
H -2.45 -0.34 -3.67 0.3366
H -3.90 -0.74 -2.73 0.4488
```

HOMO-LUMO gap (spin up / spin down) = 6.30 / 6.30 eV



[6]
C2H12NO3 | ωB97M-V with the def2-TZVPD basis set

```
18
Properties=species:S:1:pos:R:3:nbo_charge:R:1
C 0.04 0.39 -1.94 -0.0723
O -1.00 1.33 -1.82 -0.7457
C -0.38 -0.85 -1.17 -0.2443
N -0.85 -0.47 0.19 -0.6915
H 0.27 0.14 -2.98 0.2152
H 0.94 0.81 -1.51 0.1640
H -1.35 1.65 -2.66 0.5082
H 0.39 -1.59 -1.08 0.2395
H -1.22 -1.29 -1.71 0.2276
H -0.23 -0.79 0.95 0.4888
H -0.95 0.55 0.32 0.4562
H -1.75 -0.88 0.42 0.4369
H -0.32 -0.30 3.31 0.4831
H 0.66 -1.43 3.64 0.5034
O 0.20 -1.00 2.90 -0.9715
H 2.50 0.71 1.63 0.4985
H 1.91 1.07 0.24 0.4720
O 1.72 0.61 1.07 -0.9682
```

charge = +1
HOMO-LUMO gap = 12.00 eV



[7]
C5H10N2O3S2 | ωB97M-V with the def2-TZVPD basis set

```
22
Properties=species:S:1:pos:R:3:nbo_charge:R:1
C 0.50 -1.95 0.71 0.6322
C -0.89 -2.53 1.10 -0.5112
C -0.70 -3.83 1.90 -0.6423
C 0.52 1.33 -2.46 -0.4257
C 0.98 2.52 -0.32 -0.4140
N 1.48 -2.72 0.99 -0.7846
N 0.15 1.57 -1.01 -0.5086
O 0.52 -0.72 0.22 -0.7115
O 1.69 -4.63 2.74 -0.9292
O 1.09 -5.18 0.39 -0.9353
S -1.00 0.86 -0.22 0.7024
S 1.06 -4.28 1.50 2.2686
H -1.42 -1.75 1.64 0.2235
H -1.35 -2.67 0.07 0.2319
H -0.42 -3.65 2.88 0.2316
H -1.31 -4.62 1.78 0.2344
H -0.25 1.71 -3.14 0.2244
H 1.39 1.81 -2.74 0.2115
H 0.77 0.18 -2.49 0.2518
H 1.70 2.08 0.30 0.2335
H 1.47 3.11 -1.12 0.2008
H 0.35 3.20 0.18 0.2157
```

HOMO-LUMO gap = 7.55 eV



[8]
C10H30Mn2NO8 | ωB97M-V with the def2-TZVPD basis set

```
51
Properties=species:S:1:pos:R:3:nbo_charge:R:1
Mn -1.05 -4.19 -0.78 1.8468
Mn -1.31 1.64 -1.21 1.7517
N -0.13 -1.16 0.32 0.7679
O -0.44 -0.10 -0.26 -0.6006
O -0.37 -2.29 -0.20 -0.7237
O 0.38 -1.12 1.41 -0.3085
C -4.22 -3.03 1.80 -0.6592
C -3.51 -4.34 1.61 -0.0775
O -2.08 -4.16 1.29 -0.8627
H -3.93 -2.24 1.11 0.1976
H -4.03 -2.58 2.78 0.2362
H -5.31 -3.15 1.74 0.2719
H -3.97 -4.91 0.81 0.1951
H -3.54 -4.89 2.55 0.2277
H -1.66 -4.04 2.15 0.5387
C 2.26 3.31 -2.21 -0.6560
C 1.07 3.74 -1.39 -0.0992
O 0.58 2.59 -0.59 -0.8314
H 2.09 2.36 -2.72 0.2036
H 3.18 3.16 -1.64 0.2377
H 2.48 4.03 -3.00 0.2627
H 0.33 4.13 -2.10 0.1895
H 1.16 4.60 -0.72 0.2234
H 1.35 2.44 -0.04 0.5265
C 0.11 1.10 -5.32 -0.6611
C -0.89 0.68 -4.25 -0.0798
O -0.32 0.86 -2.93 -0.8267
H -0.35 1.30 -6.28 0.2735
H 0.98 0.45 -5.40 0.2320
H 0.53 2.07 -5.04 0.2272
H -1.17 -0.37 -4.40 0.1851
H -1.86 1.18 -4.30 0.1997
H 0.45 0.28 -2.85 0.5222
C -0.94 1.93 2.87 -0.6573
C -2.11 1.67 1.94 -0.0731
O -1.96 2.38 0.68 -0.8322
H -0.12 1.23 2.66 0.2194
H -1.23 1.66 3.88 0.2609
H -0.47 2.90 2.72 0.2336
H -3.03 2.00 2.43 0.2135
H -2.22 0.60 1.76 0.1776
H -2.13 3.31 0.92 0.5326
C 5.05 -2.06 2.45 -0.6337
C 3.80 -1.32 2.02 -0.0669
O 2.68 -1.83 2.72 -0.7139
H 4.95 -3.13 2.59 0.2241
H 5.42 -1.68 3.41 0.2263
H 5.86 -1.78 1.77 0.2203
H 3.72 -1.38 0.92 0.1272
H 3.99 -0.24 2.13 0.1571
H 1.90 -1.60 2.20 0.4544
```

⟨S²⟩ = 30.005
charge = +3
2S+1 = 11
HOMO-LUMO gap (spin up / spin down) = 3.65 / 3.64 eV